(1)
15
Properties=species:S:1:pos:R:3 method="wB97M-V/def2-TZVPD" mol_weight_g_mol=121.092 lumo_energy_ha=0.028 relative_energy_kj_mol=118.42
C -1.61 1.27 0.55
C -0.79 -0.94 0.73
O -0.68 0.33 1.06
O 0.07 -1.74 1.05
H -1.78 -1.24 0.33
H -2.53 0.78 0.22
H -1.14 1.79 -0.29
H -1.83 1.98 1.35
C 1.40 0.17 -1.08
N 2.15 -0.46 -0.16
O 0.27 -0.60 -1.48
O 1.53 1.27 -1.54
H 0.48 -1.54 -1.49
H 2.83 0.13 0.29
H 1.64 -1.21 0.45

=====

(2)
95
Properties=species:S:1:pos:R:3 method="wB97M-V/def2-TZVPD" mol_weight_g_mol=870.051 lumo_energy_ha=0.009
C 2.52 1.44 2.08
C 2.09 0.88 1.10
C 1.28 0.35 -0.12
C 0.20 -0.77 0.23
C -0.62 -1.04 -1.12
N 0.17 -0.86 -2.37
O 0.74 -1.96 0.83
C 1.64 -2.67 -0.03
C 2.17 -3.93 0.80
C 0.92 -4.66 1.43
O -0.08 -4.94 0.41
C -0.90 -0.24 1.29
Cl -0.28 -0.38 3.03
C -2.23 -1.16 1.25
C -2.99 -1.25 2.63
H 2.84 2.06 2.95
H 0.72 1.21 -0.61
H 2.06 -0.02 -0.87
H -1.46 -0.27 -1.17
H -1.06 -2.08 -1.05
H -0.31 -1.42 -3.08
H 1.11 -1.26 -2.30
H 1.14 -3.12 -0.95
H 2.52 -2.07 -0.40
H 2.96 -3.63 1.56
H 2.58 -4.64 0.01
H 0.38 -4.05 2.22
H 1.24 -5.63 1.94
H -0.17 -5.91 0.29
H -1.16 0.85 1.10
H -2.88 -0.86 0.38
H -1.84 -2.20 1.01
H -2.52 -2.08 3.23
H -3.08 -0.28 3.19
H -4.06 -1.57 2.39
C -3.64 -6.19 4.04
C -3.02 -4.86 4.35
O -2.85 -4.90 5.75
C -2.68 -6.22 6.07
O -2.25 -6.61 7.10
O -3.06 -7.03 5.04
F -3.87 -3.85 4.04
H -4.72 -6.19 4.16
H -3.39 -6.55 3.04
H -2.05 -4.70 3.87
C 3.17 1.91 -4.09
C 2.77 3.27 -4.57
O 1.67 3.60 -3.75
C 1.89 2.94 -2.57
O 1.33 3.19 -1.55
O 2.84 1.98 -2.70
F 2.34 3.22 -5.86
H 2.59 1.11 -4.56
H 4.23 1.70 -4.23
H 3.55 4.02 -4.47
C 3.11 7.31 -2.75
C 3.78 8.59 -3.14
O 5.10 8.18 -3.45
C 4.99 6.90 -3.89
O 5.85 6.32 -4.49
O 3.78 6.36 -3.58
F 3.83 9.45 -2.09
H 3.26 7.05 -1.70
H 2.04 7.32 -2.96
H 3.34 9.09 -4.00
C -7.65 -6.85 0.24
C -7.53 -6.04 1.50
O -6.30 -6.47 2.04
C -5.54 -6.85 0.97
O -4.36 -7.02 1.01
O -6.29 -7.01 -0.15
F -8.52 -6.34 2.37
H -8.09 -7.84 0.42
H -8.23 -6.35 -0.53
H -7.50 -4.96 1.33
C 7.71 7.99 -6.24
C 9.10 8.23 -6.74
O 8.93 8.31 -8.14
C 7.67 8.78 -8.33
O 7.27 9.23 -9.36
O 6.92 8.69 -7.19
F 9.92 7.18 -6.46
H 7.44 6.93 -6.25
H 7.55 8.38 -5.24
H 9.56 9.16 -6.37
C -4.53 -0.59 7.16
C -5.43 -1.36 6.24
O -5.85 -0.38 5.31
C -4.84 0.53 5.25
O -4.72 1.34 4.39
O -3.97 0.38 6.29
F -6.52 -1.83 6.89
H -5.08 -0.10 7.96
H -3.76 -1.22 7.60
H -4.94 -2.18 5.70

=====

(3)
16
Properties=species:S:1:pos:R:3 method="wB97M-V/def2-TZVPD" mol_weight_g_mol=97.016 lumo_energy_ha=-0.115 relative_energy_kj_mol=0.68 charge=+1
Li 31.37 16.97 10.56
O 29.36 16.53 10.46
H 28.83 15.75 10.27
H 28.74 17.26 10.43
O 33.29 16.97 11.40
H 33.81 17.71 11.71
H 33.68 16.19 11.81
O 31.16 18.62 9.27
H 31.41 18.85 8.37
H 30.89 19.45 9.67
O 30.77 18.48 12.25
H 29.85 18.73 12.35
H 31.17 18.66 13.11
O 32.05 15.32 9.34
H 32.70 15.30 8.63
H 31.64 14.44 9.33

=====

(4)
70
Properties=species:S:1:pos:R:3 method="wB97M-V/def2-TZVPD" mol_weight_g_mol=502.504 lumo_energy_ha=-0.011
C 23.42 28.36 -29.64
C 24.72 27.61 -29.78
O 25.21 27.33 -30.83
C 25.39 27.10 -28.50
H 23.27 29.09 -30.43
H 23.42 28.83 -28.66
H 22.65 27.59 -29.73
H 24.67 26.52 -27.92
H 25.88 27.98 -28.11
H 26.25 26.48 -28.75
C 27.45 31.25 -26.96
C 27.74 30.36 -28.13
O 28.71 30.47 -28.82
C 26.70 29.32 -28.58
H 28.40 31.54 -26.52
H 26.78 30.73 -26.27
H 26.99 32.16 -27.33
H 25.70 29.73 -28.41
H 26.98 28.40 -28.07
H 26.81 28.98 -29.61
C 28.54 28.24 -37.08
C 29.04 28.43 -35.65
O 29.72 27.63 -35.06
C 28.58 29.67 -34.91
H 28.92 27.34 -37.57
H 28.76 29.12 -37.68
H 27.46 28.12 -37.03
H 28.57 29.37 -33.86
H 27.61 30.13 -35.06
H 29.36 30.42 -35.03
C 27.59 27.85 -30.71
C 27.28 28.20 -32.15
O 27.37 27.40 -33.09
C 26.79 29.64 -32.43
H 26.76 27.86 -30.00
H 28.32 28.55 -30.30
H 27.97 26.83 -30.70
H 27.28 30.35 -31.76
H 25.73 29.70 -32.16
H 27.10 29.83 -33.45
C 29.32 31.12 -32.15
C 30.61 30.79 -31.44
O 31.66 30.58 -32.07
C 30.49 30.61 -29.90
H 29.45 30.79 -33.18
H 29.22 32.20 -32.27
H 28.41 30.75 -31.68
H 31.48 30.45 -29.48
H 29.98 29.68 -29.64
H 30.03 31.49 -29.46
C 24.29 32.06 -31.49
C 25.09 30.81 -31.57
O 24.17 29.77 -31.44
C 22.98 30.29 -31.87
O 22.02 29.61 -32.23
O 23.14 31.57 -32.16
F 26.00 30.79 -30.59
H 24.74 32.98 -31.86
H 24.13 32.26 -30.43
H 25.59 30.70 -32.53
C 26.21 26.26 -33.98
C 27.64 26.05 -34.55
O 27.39 25.75 -35.91
C 26.08 25.76 -36.15
O 25.57 25.49 -37.25
O 25.36 26.09 -35.10
F 28.29 24.96 -34.07
H 26.09 27.28 -33.61
H 26.04 25.47 -33.26
H 28.35 26.87 -34.46

=====

(5)
49
Properties=species:S:1:pos:R:3 method="wB97M-V/def2-TZVPD" mol_weight_g_mol=377.424 lumo_energy_ha=-0.096 relative_energy_kj_mol=0.00 charge=+1
C -1.83 4.79 -2.62
H -2.85 5.08 -2.37
H -1.82 4.35 -3.62
H -1.19 5.67 -2.59
O -1.46 3.84 -1.64
C -0.22 3.30 -1.69
C 0.75 3.58 -2.65
C 1.99 2.98 -2.60
C 2.31 2.07 -1.60
C 1.33 1.80 -0.64
C 0.09 2.39 -0.67
H -0.66 2.16 0.07
N 1.66 0.82 0.39
H 2.67 0.63 0.31
H 1.40 1.17 1.32
C 0.96 -0.47 0.18
N 1.69 -1.42 -0.30
C 1.04 -2.61 -0.51
C 1.76 -3.69 -1.03
C 1.13 -4.89 -1.24
C -0.22 -5.04 -0.93
C -0.95 -4.00 -0.41
C -0.33 -2.75 -0.19
C -0.99 -1.59 0.36
N -0.31 -0.45 0.52
N -2.28 -1.59 0.69
H -2.78 -2.46 0.69
C -2.92 -0.45 1.33
C -2.64 -0.41 2.80
C -3.32 -0.94 3.86
C -2.56 -0.62 5.01
C -1.48 0.07 4.56
O -1.51 0.20 3.22
H -0.65 0.51 5.08
H -2.79 -0.87 6.02
H -4.24 -1.48 3.83
H -3.99 -0.52 1.15
H -2.52 0.45 0.86
H -1.99 -4.14 -0.18
H -0.70 -5.99 -1.09
H 1.68 -5.73 -1.64
H 2.80 -3.54 -1.26
O 3.49 1.42 -1.43
C 4.52 1.64 -2.37
H 4.21 1.33 -3.37
H 5.35 1.01 -2.04
H 4.84 2.68 -2.38
H 2.72 3.23 -3.36
H 0.55 4.28 -3.44

=====

(6)
39
Properties=species:S:1:pos:R:3 method="wB97M-V/def2-TZVPD" mol_weight_g_mol=206.283 lumo_energy_ha=0.019 relative_energy_kj_mol=204.50
C 0.84 -2.59 0.28
C -0.10 -3.09 1.37
C 1.12 -1.09 0.32
N 0.30 -0.26 -0.61
C 0.45 -0.76 -1.99
C -1.17 -0.25 -0.32
C -1.60 1.17 -0.65
N -1.10 2.13 0.32
H 1.75 -3.17 0.36
H 0.50 -3.00 -0.67
H 0.20 -2.82 2.39
H -0.29 -4.16 1.40
H -1.09 -2.62 1.26
H 0.87 -0.74 1.33
H 2.12 -0.86 -0.02
H -0.23 -1.56 -2.29
H 0.36 0.12 -2.63
H 1.42 -1.21 -2.21
H -1.71 -1.11 -0.71
H -1.34 -0.38 0.76
H -2.69 1.23 -0.65
H -1.35 1.44 -1.66
H -0.99 1.64 1.20
H -0.18 2.44 0.05
H -4.43 -2.12 -0.55
H -4.52 -0.62 -0.77
O -3.91 -1.35 -0.81
H 4.07 1.20 -1.17
H 2.76 1.12 -0.34
O 3.41 1.73 -0.73
H 0.73 3.43 -2.32
H 1.77 2.20 -2.19
O 1.11 2.65 -2.71
H 2.07 2.53 0.76
H 1.05 1.89 1.38
O 1.83 2.33 1.67
H -1.43 1.33 3.85
H -0.02 1.88 3.88
O -0.59 1.29 3.39

=====

Number 1: orbital gap 11.06 eV. Number 2: orbital gap 9.37 eV. Number 3: orbital gap 12.48 eV. Number 4: orbital gap 8.93 eV. Number 5: orbital gap 8.49 eV. Number 6: orbital gap 9.17 eV.